# 1
22
Properties=species:S:1:pos:R:3:forces:R:3 method="wB97M-V/def2-TZVPD" e_lumo_ev="-3.6042 / -3.6039" charge=+1 homo_lumo_gap_ev="7.56 / 7.56" e_above_lowest_kcal_mol=80.5 e_tot_ev=-10440.7064
C 1.91192 0.61283 -0.03628 -0.8 1.9 0.8
C 1.82568 -0.71794 -0.55198 -0.5 -1.3 -0.6
C -0.10824 -1.40499 0.96475 0.0 0.0 0.0
C -0.83994 -0.07251 1.23872 -0.1 0.3 0.0
C -0.60351 -0.37178 -1.13973 -0.1 0.2 0.1
C 0.40036 -1.31939 -0.48714 0.1 0.1 0.0
C -0.69462 0.68188 -0.06617 1.9 -0.4 0.0
N 2.59236 1.49950 0.37526 -0.4 -0.9 -0.3
N -1.76247 1.69958 -0.29993 0.0 -0.1 0.0
H 2.16720 -0.69765 -1.59133 0.1 0.1 0.0
H 2.51395 -1.35494 0.01296 0.1 0.2 0.0
H 0.70714 -1.57329 1.66599 0.0 -0.1 0.1
H -0.79879 -2.24207 1.06070 0.1 0.0 0.0
H -1.89267 -0.25943 1.49156 -0.1 -0.1 0.1
H -0.39925 0.46314 2.08117 -0.1 0.0 0.1
H -0.26969 0.01097 -2.10492 0.0 0.0 -0.1
H -1.54769 -0.91180 -1.28806 -0.1 -0.1 -0.1
H 0.42981 -2.29858 -0.96373 0.0 0.1 0.0
H 2.43330 2.42904 0.72092 -0.1 0.1 0.0
H -1.70133 2.03408 -1.26767 -0.1 0.1 0.3
H -1.65390 2.49395 0.33958 -0.1 -0.2 -0.3
H -2.70962 1.29943 -0.15469 0.2 0.2 -0.1

---

# 2
132
Properties=species:S:1:pos:R:3:forces:R:3 method="wB97M-V/def2-TZVPD" e_lumo_ev=0.3744 homo_lumo_gap_ev=9.64 e_above_lowest_kcal_mol=90.9 e_tot_ev=-58167.9793
C 26.19381 14.49135 5.66689 -1.0 -0.1 -0.8
C 25.90995 13.39860 6.66223 0.4 -0.9 0.0
C 24.44124 13.06200 6.85742 0.3 -0.2 0.5
O 26.63171 12.20635 6.24849 0.1 0.4 -0.5
H 25.68428 15.39830 5.99670 0.7 -0.3 -0.2
H 25.67442 14.24057 4.73265 0.1 -0.1 -0.1
H 27.23604 14.66391 5.40872 0.1 0.0 0.4
H 26.35637 13.64758 7.63230 -0.3 0.4 0.0
H 23.86284 12.66716 6.02555 0.4 0.1 -0.5
H 23.94146 13.93346 7.28954 0.6 -0.9 -0.8
H 24.39928 12.31527 7.65597 0.0 -0.1 -0.6
H 26.80988 11.67205 7.02519 0.0 -0.1 0.0
C 24.77824 13.70859 11.44142 1.6 1.0 0.0
C 25.13618 12.75121 10.31510 -1.9 -0.7 0.3
C 25.44668 11.39834 10.91915 0.0 -0.7 -0.7
O 23.92307 12.57491 9.56108 -0.1 -0.8 0.5
H 25.68873 13.89695 12.02896 -0.2 0.2 0.0
H 24.03223 13.34717 12.14497 -0.1 -0.5 -0.3
H 24.41386 14.66529 11.05984 0.1 0.0 0.0
H 25.94331 12.96152 9.60458 0.1 0.9 0.5
H 26.15492 11.46123 11.74042 -0.1 0.0 0.1
H 25.89581 10.73171 10.17626 0.0 0.1 0.0
H 24.50371 10.91298 11.18080 0.1 0.2 0.4
H 23.63312 13.35374 9.07105 0.4 0.3 0.4
C 23.20870 10.94844 2.84360 -0.3 0.1 -1.2
C 21.93974 10.67707 3.63624 0.6 -1.5 -0.1
C 20.99326 9.75755 2.84369 -0.1 1.1 -0.6
O 22.35192 9.93165 4.81535 -0.3 0.6 -0.1
H 23.92607 11.62972 3.29380 -0.2 -0.2 0.4
H 23.01313 11.33267 1.83340 -0.3 0.3 0.3
H 23.69784 10.00320 2.58094 0.1 -0.1 0.5
H 21.44691 11.58986 3.96035 0.0 0.0 0.2
H 21.54201 8.94151 2.37070 0.0 -0.2 0.3
H 20.55950 10.32159 2.00997 0.0 0.0 0.0
H 20.15173 9.39182 3.42659 0.2 -0.1 0.2
H 22.82818 9.18101 4.44212 0.1 -0.2 0.4
C 26.03164 9.28189 4.90022 0.7 -0.5 0.0
C 25.95657 8.36714 6.10814 -0.3 -0.5 0.4
C 25.38676 9.04660 7.35537 0.2 0.1 -0.4
O 25.08215 7.26104 5.78398 0.1 0.3 0.3
H 25.14172 9.90533 4.96447 0.2 0.4 -0.6
H 26.09234 8.68770 3.98270 -0.6 -0.1 0.0
H 26.98444 9.80881 4.80400 -0.3 0.6 0.6
H 26.92703 7.94595 6.39917 0.1 0.1 -0.3
H 24.30938 9.20204 7.28832 0.1 -0.3 -0.1
H 25.81251 10.04225 7.46171 0.1 0.0 0.0
H 25.64772 8.48500 8.25045 -0.2 -0.1 0.1
H 25.38396 6.94479 4.92840 -0.1 -0.2 0.0
C 28.31914 9.75614 9.08667 -0.1 -0.8 0.3
C 28.01888 9.02026 10.38582 0.1 0.2 0.5
C 28.83803 7.72738 10.51234 -0.2 0.8 0.7
O 28.28054 9.93765 11.45710 0.6 0.1 0.0
H 29.38717 9.95424 8.99916 0.0 0.1 0.1
H 27.76534 10.69148 9.02603 0.0 0.0 -0.1
H 28.05083 9.05947 8.29125 -0.1 0.3 -0.3
H 26.95509 8.79105 10.51225 -0.1 -0.2 -0.6
H 28.39903 6.93357 9.91341 0.2 -0.1 -0.1
H 28.82699 7.42674 11.56448 -0.2 -0.3 -0.1
H 29.88722 7.92691 10.29383 0.0 -0.2 -0.4
H 28.33832 9.45071 12.28532 0.0 0.0 -0.1
C 27.87323 20.88840 7.28771 -0.9 0.4 -0.2
C 28.27198 19.42425 7.31294 0.7 0.4 0.6
C 27.64092 18.65910 6.15450 0.1 -0.4 1.1
O 29.70757 19.34087 7.27975 -0.1 -0.3 -0.5
H 28.02292 21.42338 8.22786 0.5 -0.1 -0.1
H 26.80013 21.00761 7.09965 0.0 -0.2 0.0
H 28.36015 21.39904 6.45477 0.2 0.0 0.2
H 28.00783 18.98894 8.28641 -0.6 -0.1 -0.3
H 28.25933 18.65352 5.26031 -0.1 0.3 0.0
H 26.65942 19.11261 6.03185 0.0 -0.1 -0.6
H 27.45989 17.62160 6.44469 0.2 -0.1 -0.1
H 30.04438 19.86332 8.01265 0.0 0.0 0.0
C 25.06880 19.82482 3.08474 0.3 -0.9 0.1
C 26.23663 18.83475 2.98552 -0.8 -0.2 -0.4
C 25.78779 17.45235 3.45100 0.9 0.5 0.4
O 26.65202 18.69912 1.60936 0.3 0.4 0.7
H 24.78101 19.91742 4.13318 0.0 0.3 0.0
H 24.25225 19.32382 2.56135 -0.2 0.4 -0.1
H 25.27053 20.79241 2.63106 0.0 0.0 0.1
H 27.08956 19.14432 3.59565 -0.1 0.1 -0.1
H 25.02338 17.02869 2.80451 0.1 0.0 -0.1
H 25.43426 17.51162 4.48275 -0.2 0.0 -0.1
H 26.69545 16.84547 3.47471 -0.3 -0.4 -0.2
H 27.24018 19.45453 1.48901 0.0 -0.2 -0.5
C 19.84070 11.32736 8.75721 -0.7 1.3 -0.3
C 21.22302 11.54012 8.10934 -0.7 -1.8 0.7
C 22.09805 10.30116 8.34314 -0.6 0.4 0.5
O 21.08653 11.73821 6.71358 0.0 0.8 0.0
H 19.82467 11.52037 9.83356 0.4 -0.6 0.1
H 19.30674 10.41541 8.48865 0.4 -0.3 0.1
H 19.17396 12.13428 8.42167 0.2 0.0 -0.3
H 21.64217 12.37774 8.66586 0.3 0.4 -0.7
H 23.13238 10.48405 8.06724 -0.1 0.0 0.1
H 21.68212 9.46006 7.78191 0.1 0.0 -0.2
H 21.99601 10.02847 9.39638 0.4 0.0 0.0
H 21.29476 10.90043 6.28095 0.2 0.0 -0.1
C 30.04072 11.47199 3.88481 0.8 0.5 -0.2
C 29.07305 12.60986 4.09802 -0.8 -0.3 -0.9
C 29.49588 13.89549 3.36771 -0.5 0.3 1.7
O 27.78668 12.20868 3.53239 0.4 0.1 0.4
H 29.95082 10.62146 4.55720 -0.3 0.0 0.0
H 31.04705 11.89123 3.99227 0.1 -0.2 0.1
H 29.96592 11.14050 2.84755 -0.1 -0.1 0.0
H 28.90249 12.80411 5.15687 0.2 0.1 0.0
H 29.96322 13.76879 2.39737 -0.1 -0.1 -0.1
H 30.11254 14.47943 4.05904 0.5 -0.1 -0.4
H 28.58509 14.49682 3.32650 0.0 0.0 -0.6
H 27.13149 12.27971 4.24033 0.0 -0.2 0.0
C 24.80963 16.79678 7.74656 0.9 0.5 0.8
C 23.54991 16.45511 8.57268 1.2 -0.4 -2.4
C 22.44135 17.44476 8.33977 -0.5 0.0 1.1
O 23.16134 15.15088 8.10283 -0.8 0.5 2.0
H 24.85058 16.43523 6.71833 -1.1 0.8 0.1
H 25.71800 16.30984 8.12633 -0.3 -0.1 0.5
H 25.03566 17.86655 7.83024 -0.1 -0.1 -0.4
H 23.89056 16.37266 9.60392 -0.6 -0.2 0.1
H 21.69903 17.33688 9.13650 0.0 0.1 -0.1
H 21.90088 17.23883 7.41616 0.3 0.2 -0.2
H 22.82045 18.46508 8.38442 -0.1 0.0 -0.2
H 22.66773 15.18225 7.28023 -0.2 0.4 -0.1
C 25.17606 13.04125 1.50838 0.9 1.0 0.0
C 26.24512 13.60294 0.53440 0.3 -0.7 1.7
C 26.49989 15.07512 0.77732 -0.1 0.5 -1.1
O 27.46341 12.91347 0.79904 0.7 -0.4 -0.9
H 25.47322 12.02584 1.76383 -0.5 -0.2 -0.4
H 24.15388 13.19179 1.16437 0.0 -0.4 -0.1
H 25.27535 13.59520 2.45017 -0.1 0.0 0.0
H 25.99805 13.31139 -0.48513 0.0 0.4 -0.1
H 27.25300 15.46232 0.08591 0.1 -0.2 0.0
H 26.89349 15.21863 1.78234 -0.2 0.0 0.1
H 25.62856 15.71253 0.59878 -0.1 -0.1 0.3
H 27.73094 12.85656 1.73086 -0.8 0.2 0.0